1.
# H14O7

A cluster of 7 separate species, H14O7 in total in a non-equilibrium geometry (the ωB97M-V functional and the def2-TZVPD basis, the OMol25 dataset).

```
21
Properties=species:S:1:pos:R:3
O -0.730 2.361 -0.385
O -2.542 0.271 -1.236
O -1.239 -0.619 0.991
O 0.872 1.822 1.951
H 0.038 1.813 -0.129
H -1.274 1.771 -0.941
H -3.464 0.370 -1.252
H -2.264 -0.038 -0.358
H -0.309 -0.627 0.613
H -1.054 -0.495 1.954
H 0.406 2.453 1.344
H 1.278 0.948 2.058
O 1.164 -2.402 -0.237
O 2.380 -0.456 1.019
O -0.079 -0.859 -1.905
H 2.039 -1.209 0.449
H 2.578 0.457 1.238
H 2.064 -2.732 -0.119
H 0.630 -2.042 -0.996
H -1.013 -0.662 -1.826
H 0.519 -0.125 -2.232
```

Kohn-Sham gap = 11.4 eV
SMILES = O.O.O.O.O.O.O
ΔE to the lowest compared entry with this formula, charge and spin = 83.2 kcal per mole
Spin multiplicity = 1
Max |F| = 2.35 eV/A

Atom charges from the natural (NBO) analysis, given in e for atoms 1 to 4: number 1, O, carries -0.97; number 2, O, carries -1.00; number 3, O, carries -0.98; number 4, O, carries -1.09


2.
# C38H29F3FeGeN4O4S

A structure of composition C38H29F3FeGeN4O4S in a non-equilibrium geometry (the ωB97M-V functional and the def2-TZVPD basis, the OMol25 dataset).

```
81
Properties=species:S:1:pos:R:3
Fe -1.353 -2.710 -1.739
C -0.444 7.979 6.816
O -0.276 6.608 7.154
C -0.462 5.690 6.185
C -0.804 5.992 4.868
C -0.971 4.967 3.952
C -0.803 3.639 4.323
C -0.456 3.351 5.646
C -0.288 4.359 6.568
C -0.988 2.588 3.321
N -1.168 2.787 2.033
C -1.288 1.539 1.492
C -1.178 0.564 2.455
N -0.987 1.254 3.631
C -1.254 -0.831 2.172
C -1.207 -1.873 3.111
C -1.302 -3.176 2.692
C -1.421 -3.440 1.327
N -1.459 -2.473 0.423
C -1.399 -1.183 0.820
C -1.501 -0.164 -0.209
N -1.620 -0.598 -1.481
C -1.765 0.286 -2.453
C -1.800 1.664 -2.207
C -1.639 2.119 -0.926
C -1.478 1.191 0.115
H -0.253 8.535 7.728
H -1.462 8.177 6.476
H 0.269 8.283 6.048
H -0.945 7.014 4.552
H -1.241 5.191 2.929
H -0.300 2.329 5.972
H -0.017 4.146 7.593
H -0.899 0.868 4.555
H -1.105 -1.651 4.167
H -1.287 -3.996 3.396
H -1.489 -4.456 0.959
H -1.861 -0.113 -3.454
H -1.934 2.349 -3.032
H -1.633 3.175 -0.690
C 2.008 -3.810 0.158
Ge 1.513 -2.742 -1.389
C 2.215 -3.467 -3.051
C 3.585 -3.397 -3.301
C 4.103 -3.919 -4.479
C 3.261 -4.506 -5.411
C 1.896 -4.577 -5.172
C 1.375 -4.058 -3.995
C 1.743 -0.858 -1.036
C 1.988 -0.498 0.271
C 2.147 0.853 0.642
C 2.035 1.832 -0.301
C 1.765 1.515 -1.656
C 1.633 2.536 -2.630
C 1.349 2.231 -3.928
C 1.183 0.883 -4.314
C 1.309 -0.120 -3.396
C 1.608 0.160 -2.038
H 3.094 -3.787 0.266
H 1.700 -4.842 -0.008
H 1.550 -3.447 1.077
H 4.253 -2.932 -2.585
H 5.167 -3.863 -4.669
H 3.669 -4.910 -6.328
H 1.237 -5.034 -5.899
H 0.305 -4.116 -3.822
H 2.083 -1.260 1.037
H 2.355 1.109 1.673
H 2.142 2.873 -0.021
H 1.767 3.566 -2.322
H 1.256 3.017 -4.666
H 0.962 0.643 -5.346
H 1.190 -1.149 -3.714
F -2.887 -5.351 -4.799
C -3.138 -5.093 -3.526
F -2.021 -5.387 -2.809
F -4.119 -5.863 -3.094
S -3.494 -3.310 -3.247
O -2.169 -2.708 -3.655
O -4.623 -2.937 -4.013
O -3.526 -3.260 -1.792
```

Kohn-Sham gap (spin up / spin down) = 6.9 / 5.3 eV
Total charge = +1
Spin multiplicity = 6
Max |F| = 1.20 eV/A

Atom charges from the Löwdin analysis, given in e for atoms 1 to 4: number 1, Fe, carries 0.83; number 2, C, carries -0.06; number 3, O, carries -0.07; number 4, C, carries -0.28


3.
# C7H14

A cluster of 2 separate species, C7H14 in total (the ωB97M-V functional and the def2-TZVPD basis, the OMol25 dataset).

```
21
Properties=species:S:1:pos:R:3
C -1.078 0.730 -1.321
C -1.435 -0.551 -0.613
C -2.891 -0.722 -0.273
C -0.529 -1.485 -0.327
C 2.301 0.078 0.726
C 3.064 0.044 -0.366
C 1.341 1.175 1.073
H -1.545 0.770 -2.314
H -1.448 1.601 -0.762
H 0.003 0.836 -1.447
H 0.335 0.766 1.225
H -3.268 0.137 0.297
H -3.494 -0.785 -1.188
H -3.063 -1.629 0.314
H -0.806 -2.406 0.182
H 0.519 -1.360 -0.586
H 2.352 -0.754 1.429
H 3.740 -0.783 -0.565
H 3.038 0.846 -1.101
H 1.289 1.926 0.277
H 1.637 1.678 2.001
```

Kohn-Sham gap = 10.3 eV
SMILES = C=C(C)C.C=CC
ΔE to the lowest compared entry with this formula, charge and spin = 33.6 kcal per mole
Spin multiplicity = 1
Max |F| = 0.34 eV/A

Atom charges from the natural (NBO) analysis, given in e for atoms 1 to 4: number 1, C, carries -0.65; number 2, C, carries 0.03; number 3, C, carries -0.64; number 4, C, carries -0.42


Repeat the second record exactly.
# C38H29F3FeGeN4O4S

A structure of composition C38H29F3FeGeN4O4S in a non-equilibrium geometry (the ωB97M-V functional and the def2-TZVPD basis, the OMol25 dataset).

```
81
Properties=species:S:1:pos:R:3
Fe -1.353 -2.710 -1.739
C -0.444 7.979 6.816
O -0.276 6.608 7.154
C -0.462 5.690 6.185
C -0.804 5.992 4.868
C -0.971 4.967 3.952
C -0.803 3.639 4.323
C -0.456 3.351 5.646
C -0.288 4.359 6.568
C -0.988 2.588 3.321
N -1.168 2.787 2.033
C -1.288 1.539 1.492
C -1.178 0.564 2.455
N -0.987 1.254 3.631
C -1.254 -0.831 2.172
C -1.207 -1.873 3.111
C -1.302 -3.176 2.692
C -1.421 -3.440 1.327
N -1.459 -2.473 0.423
C -1.399 -1.183 0.820
C -1.501 -0.164 -0.209
N -1.620 -0.598 -1.481
C -1.765 0.286 -2.453
C -1.800 1.664 -2.207
C -1.639 2.119 -0.926
C -1.478 1.191 0.115
H -0.253 8.535 7.728
H -1.462 8.177 6.476
H 0.269 8.283 6.048
H -0.945 7.014 4.552
H -1.241 5.191 2.929
H -0.300 2.329 5.972
H -0.017 4.146 7.593
H -0.899 0.868 4.555
H -1.105 -1.651 4.167
H -1.287 -3.996 3.396
H -1.489 -4.456 0.959
H -1.861 -0.113 -3.454
H -1.934 2.349 -3.032
H -1.633 3.175 -0.690
C 2.008 -3.810 0.158
Ge 1.513 -2.742 -1.389
C 2.215 -3.467 -3.051
C 3.585 -3.397 -3.301
C 4.103 -3.919 -4.479
C 3.261 -4.506 -5.411
C 1.896 -4.577 -5.172
C 1.375 -4.058 -3.995
C 1.743 -0.858 -1.036
C 1.988 -0.498 0.271
C 2.147 0.853 0.642
C 2.035 1.832 -0.301
C 1.765 1.515 -1.656
C 1.633 2.536 -2.630
C 1.349 2.231 -3.928
C 1.183 0.883 -4.314
C 1.309 -0.120 -3.396
C 1.608 0.160 -2.038
H 3.094 -3.787 0.266
H 1.700 -4.842 -0.008
H 1.550 -3.447 1.077
H 4.253 -2.932 -2.585
H 5.167 -3.863 -4.669
H 3.669 -4.910 -6.328
H 1.237 -5.034 -5.899
H 0.305 -4.116 -3.822
H 2.083 -1.260 1.037
H 2.355 1.109 1.673
H 2.142 2.873 -0.021
H 1.767 3.566 -2.322
H 1.256 3.017 -4.666
H 0.962 0.643 -5.346
H 1.190 -1.149 -3.714
F -2.887 -5.351 -4.799
C -3.138 -5.093 -3.526
F -2.021 -5.387 -2.809
F -4.119 -5.863 -3.094
S -3.494 -3.310 -3.247
O -2.169 -2.708 -3.655
O -4.623 -2.937 -4.013
O -3.526 -3.260 -1.792
```

Kohn-Sham gap (spin up / spin down) = 6.9 / 5.3 eV
Total charge = +1
Spin multiplicity = 6
Max |F| = 1.20 eV/A

Atom charges from the Löwdin analysis, given in e for atoms 1 to 4: number 1, Fe, carries 0.83; number 2, C, carries -0.06; number 3, O, carries -0.07; number 4, C, carries -0.28


> What is the formula in the third record?

C7H14


> The highest max |F| belongs to which entry?

H14O7


> Among the records above, which one has the highest max |F|?

H14O7